Below is C26H48Cl3N4NdO4Si as an isolated structure at a distorted geometry, with properties calculated with the ωB97M-V functional and the def2-TZVPD basis.

Results
total charge: 0
HOMO energy (alpha / beta): -5.817 / -5.820 eV
largest force on an atom: 3.5 eV/A
2S+1: 4
energy: -102620.02829 eV
relative energy (zero: lowest compared OMol25 entry of this formula, charge and spin): 0.0 kJ/mol

Geometry (Å):
C: 1.673 -1.422 -4.613
C: -0.168 2.350 -2.346
C: 1.221 -0.037 -4.281
C: -0.035 1.054 6.270
H: -1.908 -1.421 -2.861
N: 1.102 -0.370 4.709
H: 1.902 -1.570 -5.673
H: -0.866 4.550 2.266
H: 1.581 4.837 2.483
C: -2.881 -1.199 -2.398
H: -1.272 -6.318 0.583
H: 2.025 -2.210 4.281
C: -1.136 1.251 5.263
H: 0.799 5.581 -1.762
C: -1.205 -5.732 -0.345
H: 1.410 4.965 0.716
C: 2.213 2.483 -2.039
H: -0.384 1.185 -6.969
H: 2.400 -4.983 -1.906
H: -2.756 1.831 -0.828
H: 1.993 0.312 6.399
H: -0.320 0.243 6.939
C: 0.874 4.493 -1.910
O: 0.273 -0.619 -2.450
C: 0.877 1.930 1.485
H: -1.450 2.868 1.981
C: 1.539 -5.621 -1.642
Cl: -0.075 -2.792 -1.103
H: -1.052 1.726 -2.508
H: 3.179 1.978 -1.966
C: -0.267 3.729 -2.146
H: 3.077 -0.919 4.936
Nd: -0.546 -1.321 1.108
H: -2.978 -1.766 -1.460
H: -1.016 2.194 4.698
C: 2.118 3.856 -1.833
H: -2.731 1.326 -3.928
C: 0.299 0.431 -6.559
C: 1.226 0.240 -2.766
C: -2.636 0.730 -0.937
H: 3.015 4.437 -1.605
O: -0.133 -1.648 3.338
H: -3.681 -1.459 -3.090
H: 2.155 -0.142 -2.314
Si: 0.413 -4.795 -0.407
H: 1.368 -5.653 1.687
H: -3.235 0.272 4.184
H: -2.365 0.471 2.639
C: -0.080 -0.644 4.134
H: 2.575 -1.645 -4.024
H: 0.900 -2.135 -4.287
Cl: -2.611 -3.011 1.469
H: -2.125 1.267 5.739
H: 1.945 1.665 1.395
Cl: 2.162 -1.256 0.738
H: 0.079 1.965 6.866
H: -1.252 4.200 -2.178
C: 2.243 -1.135 4.257
O: -2.197 0.027 0.007
C: -0.808 3.675 1.606
H: 1.771 1.571 5.160
N: 0.580 3.232 1.579
C: -2.379 -0.088 3.594
C: 1.295 0.705 5.652
C: 1.601 4.268 1.543
H: 2.585 3.815 1.409
H: -1.139 3.967 0.595
H: -4.299 0.513 -3.717
H: -1.218 -6.447 -1.187
H: -0.195 -0.553 -6.606
C: 1.078 1.730 -2.336
H: -2.533 -1.149 3.363
N: -1.165 0.109 4.374
H: -3.929 2.000 -2.775
H: 0.839 -3.959 1.974
H: 0.968 -5.872 -2.554
C: 1.310 -4.644 1.246
H: -2.095 -5.085 -0.398
H: 1.181 0.392 -7.218
H: 1.930 -6.570 -1.226
C: 0.639 0.800 -5.151
H: 0.344 1.801 -4.839
H: 2.523 -0.887 3.217
C: -3.515 1.069 -3.197
H: 2.346 -4.293 1.051
N: -2.977 0.234 -2.126
O: -0.013 1.042 1.528